Run a
The following is a DFT calculation (ωB97M-V with the def2-TZVPD basis set) of a molecular structure, C4H6NO3.

Each line ends with the Löwdin charge.
Atoms and positions in Å:
O (2.223, 0.052, -1.441)  -0.096
C (2.232, -0.625, -0.385)  -0.756
O (3.114, -1.379, 0.063)  -0.085
C (0.942, -0.503, 0.484)  -0.140
C (-0.254, 0.011, -0.295)  -0.158
C (-1.491, 0.275, 0.574)  -0.583
N (-2.588, 0.885, -0.212)  0.106
O (-1.536, 0.022, 1.739)  0.087
H (1.154, 0.193, 1.300)  0.111
H (0.758, -1.477, 0.934)  0.106
H (0.046, 0.915, -0.829)  0.114
H (-0.521, -0.731, -1.053)  0.128
H (-2.238, 0.829, -1.164)  0.053
H (-1.843, 1.534, 0.287)  0.113

The net charge is -1. The HOMO-LUMO gap is 7.73 eV. The highest occupied orbital energy is -4.2 eV.



Run b
The following is a DFT calculation (ωB97M-V with the def2-TZVPD basis set) of a gas-phase ion, C4H6NO3 (charge -1).

Each line ends with the Löwdin charge.
Atoms and positions in Å:
C (-0.562, 2.786, -0.709)  -0.117
C (0.693, 1.935, -0.602)  -0.182
C (0.493, 0.617, 0.146)  -0.521
O (1.260, 0.318, 1.055)  0.028
N (-0.304, -0.310, -0.453)  0.130
C (-0.449, -1.696, 0.149)  -0.760
O (-1.187, -1.772, 1.138)  -0.047
O (0.145, -2.559, -0.498)  -0.045
H (-0.972, 2.944, 0.288)  0.075
H (-1.363, 2.289, -1.268)  0.061
H (-0.376, 3.691, -1.289)  0.060
H (1.519, 2.442, -0.114)  0.104
H (0.977, 1.613, -1.584)  0.099
H (-1.156, -0.007, -0.901)  0.115

The net charge is -1. The HOMO-LUMO gap is 7.69 eV. The highest occupied orbital energy is -4.1 eV.



Relative energies, in hartree, with the most stable structure set to zero: run a 0.0694; run b 0.0000.



Run a
The following is a DFT calculation (ωB97M-V with the def2-TZVPD basis set) of a single C17H27NO2 molecule.

Each line ends with the Löwdin charge.
Atoms and positions in Å:
C (6.042, 3.228, -0.390)  -0.066
C (5.608, 1.945, 0.300)  -0.268
O (4.568, 1.375, -0.469)  -0.049
C (4.010, 0.205, -0.059)  -0.266
C (4.377, -0.499, 1.085)  -0.037
C (3.725, -1.681, 1.385)  -0.081
C (2.716, -2.183, 0.584)  -0.039
C (2.345, -1.482, -0.561)  -0.263
O (1.390, -1.866, -1.454)  -0.048
C (0.548, -2.959, -1.156)  -0.200
C (-0.507, -2.625, -0.098)  -0.178
C (-1.411, -1.485, -0.561)  -0.184
C (-2.396, -1.074, 0.532)  -0.215
N (-3.409, -0.161, 0.035)  -0.180
C (-2.897, 1.183, -0.164)  -0.204
C (-3.938, 2.050, -0.866)  -0.188
C (-5.215, 2.109, -0.037)  -0.215
C (-5.693, 0.686, 0.225)  -0.191
C (-4.583, -0.125, 0.888)  -0.214
C (2.996, -0.293, -0.870)  0.073
H (6.396, 3.008, -1.393)  0.077
H (5.201, 3.912, -0.463)  0.077
H (6.840, 3.701, 0.175)  0.075
H (6.454, 1.247, 0.369)  0.125
H (5.250, 2.163, 1.316)  0.125
H (5.156, -0.143, 1.738)  0.099
H (4.012, -2.228, 2.272)  0.106
H (2.241, -3.111, 0.857)  0.102
H (0.056, -3.186, -2.106)  0.130
H (1.136, -3.835, -0.854)  0.119
H (-1.098, -3.521, 0.099)  0.120
H (-0.011, -2.332, 0.830)  0.108
H (-1.979, -1.794, -1.440)  0.124
H (-0.781, -0.642, -0.846)  0.105
H (-1.844, -0.645, 1.389)  0.130
H (-2.908, -1.974, 0.886)  0.118
H (-1.999, 1.126, -0.781)  0.112
H (-2.620, 1.649, 0.801)  0.128
H (-4.158, 1.612, -1.841)  0.115
H (-3.532, 3.052, -1.020)  0.108
H (-5.984, 2.680, -0.560)  0.106
H (-5.012, 2.608, 0.914)  0.110
H (-5.953, 0.211, -0.723)  0.114
H (-6.576, 0.686, 0.866)  0.108
H (-4.926, -1.151, 1.046)  0.116
H (-4.351, 0.313, 1.878)  0.126
H (2.713, 0.250, -1.757)  0.131

The net charge is 0. The HOMO-LUMO gap is 9.29 eV. The highest occupied orbital energy is -8.4 eV.



Run b
The following is a DFT calculation (ωB97M-V with the def2-TZVPD basis set) of a single C17H27NO2 molecule.

Each line ends with the Löwdin charge.
Atoms and positions in Å:
C (-5.010, -0.786, 1.041)  -0.065
C (-4.201, 0.127, 0.133)  -0.267
O (-3.016, 0.473, 0.820)  -0.051
C (-2.105, 1.272, 0.202)  -0.272
C (-2.244, 1.808, -1.075)  -0.034
C (-1.232, 2.598, -1.589)  -0.075
C (-0.077, 2.857, -0.876)  -0.038
C (0.073, 2.314, 0.398)  -0.283
O (1.161, 2.481, 1.203)  -0.065
C (2.400, 2.850, 0.630)  -0.187
C (2.961, 1.830, -0.367)  -0.177
C (3.511, 0.552, 0.275)  -0.167
C (2.498, -0.310, 1.040)  -0.191
N (1.937, -1.416, 0.272)  -0.161
C (1.184, -0.988, -0.895)  -0.192
C (0.680, -2.191, -1.688)  -0.181
C (-0.204, -3.069, -0.812)  -0.211
C (0.598, -3.471, 0.418)  -0.188
C (1.094, -2.224, 1.139)  -0.211
C (-0.949, 1.535, 0.929)  0.056
H (-5.245, -0.272, 1.969)  0.077
H (-5.934, -1.075, 0.548)  0.075
H (-4.436, -1.678, 1.276)  0.076
H (-3.957, -0.391, -0.805)  0.124
H (-4.778, 1.032, -0.106)  0.125
H (-3.123, 1.621, -1.670)  0.100
H (-1.345, 3.019, -2.578)  0.107
H (0.688, 3.480, -1.313)  0.108
H (2.317, 3.833, 0.146)  0.118
H (3.071, 2.948, 1.488)  0.131
H (2.180, 1.588, -1.088)  0.085
H (3.776, 2.316, -0.908)  0.117
H (4.300, 0.846, 0.972)  0.108
H (3.974, -0.065, -0.498)  0.113
H (1.706, 0.328, 1.457)  0.111
H (3.021, -0.773, 1.883)  0.118
H (1.846, -0.408, -1.538)  0.110
H (0.325, -0.353, -0.610)  0.120
H (1.537, -2.772, -2.032)  0.114
H (0.130, -1.837, -2.562)  0.109
H (-0.536, -3.951, -1.363)  0.106
H (-1.089, -2.506, -0.505)  0.107
H (1.457, -4.070, 0.112)  0.113
H (-0.012, -4.066, 1.101)  0.108
H (1.686, -2.517, 2.011)  0.118
H (0.224, -1.642, 1.499)  0.125
H (-0.842, 1.120, 1.918)  0.132

The net charge is 0. The HOMO-LUMO gap is 9.12 eV. The highest occupied orbital energy is -8.2 eV.



Relative energies, in hartree, with the most stable structure set to zero: run a 0.0000; run b 0.0025.



Run a
The following is a DFT calculation (ωB97M-V with the def2-TZVPD basis set) of 2 unconnected molecules or ions with the total composition C3H10NS.

Each line ends with the Löwdin charge.
Atoms and positions in Å:
C (-2.399, -1.088, -0.154)  0.000
C (3.003, 0.339, -0.762)  -0.439
C (-1.712, 0.200, -0.309)  -0.143
N (-1.185, 0.872, 0.648)  0.137
S (1.692, -0.037, 0.495)  0.673
H (-2.361, -1.272, 0.841)  0.051
H (-3.436, -1.132, -0.506)  0.124
H (-1.685, -1.747, -0.712)  0.138
H (3.606, 1.297, -0.788)  0.058
H (2.490, 0.350, -1.821)  0.066
H (3.639, -0.551, -0.660)  0.016
H (-1.609, 0.655, -1.359)  0.183
H (2.314, 0.140, 1.549)  -0.221
H (-0.669, 1.809, 0.396)  0.191
H (-1.289, 0.566, 1.637)  0.167

The net charge is +1. The HOMO-LUMO gap is 8.23 eV. The highest occupied orbital energy is -12.8 eV.



Run b
The following is a DFT calculation (ωB97M-V with the def2-TZVPD basis set) of a gas-phase ion, C3H10NS (charge +1).

Each line ends with the Löwdin charge.
Atoms and positions in Å:
C (-2.339, -0.530, -0.421)  -0.418
S (-1.298, 0.566, 0.451)  0.878
C (0.521, 0.292, -0.304)  -0.559
C (1.020, -0.941, 0.366)  -0.101
N (1.253, 1.367, 0.200)  0.090
H (-3.279, -0.333, -0.027)  0.023
H (-2.253, -1.591, -0.293)  0.050
H (-2.145, -0.356, -1.453)  0.040
H (0.540, 0.436, -1.382)  0.140
H (1.103, -0.720, 1.392)  0.068
H (0.335, -1.787, 0.439)  0.098
H (1.944, -1.278, -0.065)  0.094
H (2.221, 1.473, -0.221)  0.209
H (1.642, 1.137, 1.197)  0.216
H (0.736, 2.266, 0.121)  0.173

The net charge is +1. The HOMO-LUMO gap is 9.28 eV. The highest occupied orbital energy is -13.1 eV.



Relative energies, in hartree, with the most stable structure set to zero: run a 0.0035; run b 0.0000.



Run a
The following is a DFT calculation (ωB97M-V with the def2-TZVPD basis set) of a gas-phase ion, C3H10NS (charge +1).

Each line ends with the Löwdin charge.
Atoms and positions in Å:
C (-1.164, -0.388, 1.280)  -0.390
N (-0.710, 0.700, 2.137)  -0.030
H (-0.762, -1.325, 1.754)  0.111
H (-2.188, -0.213, 1.062)  0.061
H (-1.067, 0.723, 3.095)  0.105
H (-0.803, 1.641, 1.777)  0.080
C (1.605, 0.836, -1.865)  -0.128
C (1.338, 0.073, -0.461)  -0.287
S (-0.536, -0.754, -0.543)  1.012
H (2.701, 0.748, -1.932)  0.075
H (1.449, 1.911, -1.468)  0.113
H (1.209, 0.275, -2.745)  0.088
H (2.016, -0.824, -0.406)  0.095
H (1.266, 0.780, 0.333)  0.043
H (-0.950, 0.325, -1.461)  0.054

The net charge is +1. The HOMO-LUMO gap is 9.78 eV. The highest occupied orbital energy is -14.1 eV.



Run b
The following is a DFT calculation (ωB97M-V with the def2-TZVPD basis set) of a gas-phase ion, C3H10NS (charge +1).

Each line ends with the Löwdin charge.
Atoms and positions in Å:
C (-0.875, 1.433, 0.165)  -0.051
C (0.073, 0.419, -0.383)  -0.342
N (-0.771, -0.813, -0.979)  0.131
C (0.906, -0.244, 0.766)  -0.534
S (1.417, -1.969, 0.427)  0.689
H (-1.399, 1.921, -0.567)  0.060
H (-0.089, 2.060, 0.698)  0.140
H (-1.651, 1.287, 0.876)  0.094
H (0.627, 0.748, -1.318)  0.176
H (-0.310, -1.737, -1.386)  0.172
H (-1.559, -1.014, -0.320)  0.178
H (-1.146, -0.386, -1.792)  0.125
H (1.789, 0.411, 1.045)  0.111
H (0.274, -0.296, 1.666)  0.078
H (2.714, -1.819, 1.103)  -0.025

The net charge is +1. The HOMO-LUMO gap is 9.75 eV. The highest occupied orbital energy is -13.4 eV.



Relative energies, in hartree, with the most stable structure set to zero: run a 0.0579; run b 0.0000.



Run a
The following is a DFT calculation (ωB97M-V with the def2-TZVPD basis set) of 2 unconnected molecules or ions with the total composition C2H4BrN.

Each line ends with the Löwdin charge.
Atoms and positions in Å:
C (0.192, 0.128, 0.928)  -0.715
C (-0.566, -0.306, -1.604)  0.101
N (1.312, 0.529, 1.062)  0.042
Br (-1.138, -0.560, 2.122)  0.581
H (-0.011, -0.975, -1.099)  -0.085
H (0.034, 0.500, -1.929)  -0.009
H (-1.601, -0.265, -1.370)  -0.007
H (1.776, 0.949, 1.889)  0.093

The net charge is 0. The HOMO-LUMO gap (alpha / beta) is 8.56 / 8.01 eV. The highest occupied orbital energy (alpha / beta) is -8.4 / -8.8 eV.



Run b
The following is a DFT calculation (ωB97M-V with the def2-TZVPD basis set) of a single C2H4BrN molecule.

Each line ends with the Löwdin charge.
Atoms and positions in Å:
H (1.591, 1.387, 2.046)  0.024
N (0.876, 0.903, 1.644)  0.098
C (1.036, 0.255, 0.650)  -0.756
C (-0.287, -0.571, -0.131)  -0.064
Br (2.721, 0.006, -0.383)  0.545
H (-1.082, 0.070, -0.154)  -0.001
H (-0.547, -1.501, 0.520)  0.089
H (0.083, -0.939, -1.168)  0.064

The net charge is 0. The HOMO-LUMO gap is 10.94 eV. The highest occupied orbital energy is -10.1 eV.



Relative energies, in hartree, with the most stable structure set to zero: run a 0.1235; run b 0.0000.



Run a
The following is a DFT calculation (ωB97M-V with the def2-TZVPD basis set) of 2 unconnected molecules or ions with the total composition C4H10O3S.

Each line ends with the Löwdin charge.
Atoms and positions in Å:
O (-0.827, 0.522, 2.151)  0.093
C (-0.135, -0.112, 1.397)  -0.513
O (0.727, -1.039, 1.852)  0.112
C (-0.021, 0.208, -0.070)  -0.103
C (0.255, -0.967, -1.002)  -0.299
C (0.663, -0.468, -2.391)  -0.530
S (0.982, -2.016, -3.371)  0.672
H (0.728, -1.006, 2.828)  0.140
H (-0.977, 0.680, -0.290)  0.130
H (0.741, 0.986, -0.148)  0.139
H (-0.606, -1.629, -1.131)  0.109
H (0.964, -1.634, -0.508)  0.104
H (-0.098, 0.163, -2.818)  0.075
H (1.641, -0.001, -2.357)  0.064
H (1.310, -1.432, -4.556)  -0.147
O (-1.800, 2.998, 3.589)  -0.057
H (-2.395, 2.265, 3.717)  0.019
H (-1.151, 2.482, 3.109)  -0.008

The net charge is 0. The HOMO-LUMO gap is 9.80 eV. The highest occupied orbital energy is -9.3 eV.



Run b
The following is a DFT calculation (ωB97M-V with the def2-TZVPD basis set) of a molecular structure, C4H10O3S.

Each line ends with the Löwdin charge.
Atoms and positions in Å:
O (-1.525, -2.407, 1.120)  0.149
C (-1.453, -1.257, 0.844)  -0.524
O (-1.665, -0.271, 1.737)  0.116
C (-1.140, -0.702, -0.570)  -0.084
C (-0.891, 0.840, -0.511)  -0.222
C (-0.483, 0.734, -1.874)  0.132
S (2.121, 1.782, -0.708)  0.255
H (-1.763, -0.710, 2.582)  0.131
H (-0.294, -1.352, -0.797)  0.129
H (-2.041, -1.024, -1.106)  0.146
H (-0.145, 1.142, 0.232)  0.069
H (-1.806, 1.378, -0.277)  0.133
H (0.493, 0.346, -2.135)  0.042
H (-1.042, 1.247, -2.645)  0.110
H (3.350, 2.169, -0.354)  -0.315
H (1.756, 0.045, 0.196)  -0.143
H (2.381, -1.231, 0.965)  0.029
O (1.557, -0.818, 0.694)  -0.152

The net charge is 0. The HOMO-LUMO gap is 5.31 eV. The highest occupied orbital energy is -7.8 eV.



Relative energies, in hartree, with the most stable structure set to zero: run a 0.0000; run b 0.1546.